Record 1
16
Properties=species:S:1:pos:R:3 method="wB97M-V/def2-TZVPD" fmax_ha_per_bohr=0.0308 gap_ev=9.4 e_tot_ev=-13736.994 homo_energy_ev=-14.976 e_above_lowest_kj_mol=0.0 total_charge=+1
C -1.334 1.891 -0.509
C 0.402 -0.443 1.060
C 0.380 0.495 -0.306
C -0.714 -0.043 -1.120
N 0.108 0.594 -4.648
N -1.713 0.791 -1.170
N 0.196 0.823 -3.578
N -0.116 1.794 -0.025
N 0.873 -1.649 0.794
O 0.020 0.033 2.073
H -1.973 2.752 -0.412
H 1.405 0.466 -0.668
H -0.778 -1.017 -1.571
H 0.364 2.474 0.552
H 1.174 -1.956 -0.117
H 0.939 -2.307 1.560



Record 2
90
Properties=species:S:1:pos:R:3 method="wB97M-V/def2-TZVPD" smiles="CC(=O)OC(=O)CB[C@H](Cl)[C@@H](C)Cl.O=S1(=O)OCCO1.O=S1(=O)OCCO1.O=S1(=O)OCCO1.O=S1(=O)OCCO1.O=S1(=O)OCCO1.O=S1(=O)OCCO1" fmax_ha_per_bohr=0.1722 gap_ev=9.6 e_tot_ev=-166273.969 homo_energy_ev=-10.323 total_charge=0
C 0.134 -2.147 -1.709
C 0.558 -0.800 -2.543
O 0.337 -0.819 -3.884
O 1.199 0.407 -1.998
C 0.307 1.158 -1.100
O 0.378 0.897 0.209
C -0.665 2.304 -1.797
B -2.140 1.745 -2.261
C -3.375 1.288 -1.277
Cl -2.883 0.856 0.457
C -4.221 0.074 -2.052
C -3.393 -1.366 -2.058
Cl -5.736 -0.235 -0.981
H 1.007 -2.912 -1.543
H -0.297 -1.842 -0.665
H -0.681 -2.716 -2.364
H -0.090 2.639 -2.787
H -0.709 3.287 -1.124
H -2.345 1.668 -3.440
H -4.120 2.215 -1.191
H -4.580 0.402 -3.135
H -3.223 -1.749 -0.941
H -4.088 -2.201 -2.554
H -2.363 -1.238 -2.598
C -5.794 1.643 2.445
C -5.933 0.677 3.618
O -5.602 1.443 4.774
S -6.059 2.990 4.534
O -7.348 3.182 5.161
O -4.924 3.846 4.788
O -6.287 2.894 2.922
H -4.744 1.775 2.165
H -6.365 1.317 1.572
H -5.271 -0.188 3.526
H -6.967 0.333 3.726
C 2.430 -7.014 -1.099
C 2.719 -6.216 -2.368
O 1.591 -6.435 -3.212
S 0.264 -6.626 -2.283
O -0.427 -5.357 -2.217
O -0.388 -7.857 -2.664
O 1.031 -6.861 -0.864
H 2.636 -8.078 -1.247
H 3.002 -6.648 -0.242
H 3.639 -6.539 -2.862
H 2.778 -5.144 -2.155
C 4.021 -1.406 -0.623
C 5.185 -1.846 0.260
O 4.604 -2.693 1.249
S 3.332 -3.476 0.595
O 3.774 -4.789 0.181
O 2.180 -3.264 1.441
O 3.175 -2.549 -0.737
H 3.447 -0.604 -0.147
H 4.353 -1.077 -1.611
H 5.696 -1.001 0.728
H 5.909 -2.439 -0.309
C 6.390 1.358 -5.040
C 4.921 1.764 -5.115
O 4.436 1.660 -3.778
S 5.648 2.014 -2.746
O 5.515 3.399 -2.353
O 5.768 0.934 -1.795
O 6.874 1.904 -3.814
H 6.496 0.269 -4.993
H 6.968 1.743 -5.884
H 4.344 1.122 -5.785
H 4.816 2.807 -5.432
C -2.866 -1.944 7.939
C -3.725 -1.173 8.938
O -3.615 0.194 8.548
S -3.434 0.270 6.929
O -4.729 0.533 6.342
O -2.262 1.062 6.637
O -3.073 -1.301 6.683
H -1.804 -1.867 8.190
H -3.149 -2.999 7.879
H -3.388 -1.309 9.969
H -4.778 -1.463 8.859
C 1.486 5.922 -0.335
C 2.483 6.627 -1.251
O 2.107 6.249 -2.573
S 0.490 6.037 -2.624
O -0.108 7.249 -3.137
O 0.218 4.730 -3.176
O 0.233 5.984 -1.015
H 1.749 4.867 -0.203
H 1.413 6.403 0.644
H 3.516 6.335 -1.046
H 2.390 7.715 -1.171



Record 3
14
Properties=species:S:1:pos:R:3 method="wB97M-V/def2-TZVPD" smiles="O=CO.NCN" fmax_ha_per_bohr=0.0349 gap_ev=10.3 e_tot_ev=-9278.639 homo_energy_ev=-9.341 e_above_lowest_kj_mol=122.7 total_charge=0
N -0.254 1.435 1.071
C -0.648 1.043 -0.271
N -1.133 -0.324 -0.259
H 0.013 2.396 1.194
H -0.979 1.119 1.698
H 0.139 1.183 -1.003
H -1.473 1.682 -0.637
H -2.130 -0.384 -0.106
H -0.941 -0.850 -1.102
O 1.599 -1.066 -1.462
C 1.841 -1.501 -0.372
O 0.901 -1.893 0.506
H 2.834 -1.661 0.068
H 0.230 -1.179 0.675



Record 4
19
Properties=species:S:1:pos:R:3 method="wB97M-V/def2-TZVPD" fmax_ha_per_bohr=0.0744 gap_ev=6.4 e_tot_ev=-56117.894 homo_energy_ev=-10.730 total_charge=0
Sn 9.870 7.934 6.457
B 7.395 6.443 5.789
F 7.763 7.329 4.729
F 6.277 5.732 5.503
F 8.519 5.582 5.879
F 7.381 7.200 7.000
B 11.268 6.107 4.009
F 10.790 4.930 4.558
F 12.126 5.879 2.964
F 10.192 6.961 3.658
F 11.982 6.789 5.056
Cl 2.484 7.740 6.992
C 4.032 8.317 6.318
C 3.818 9.499 5.374
Cl 3.038 9.023 3.854
H 4.473 7.467 5.804
H 4.682 8.683 7.111
H 4.772 9.955 5.120
H 3.213 10.203 5.943



Repeat the first record exactly.
16
Properties=species:S:1:pos:R:3 method="wB97M-V/def2-TZVPD" fmax_ha_per_bohr=0.0308 gap_ev=9.4 e_tot_ev=-13736.994 homo_energy_ev=-14.976 e_above_lowest_kj_mol=0.0 total_charge=+1
C -1.334 1.891 -0.509
C 0.402 -0.443 1.060
C 0.380 0.495 -0.306
C -0.714 -0.043 -1.120
N 0.108 0.594 -4.648
N -1.713 0.791 -1.170
N 0.196 0.823 -3.578
N -0.116 1.794 -0.025
N 0.873 -1.649 0.794
O 0.020 0.033 2.073
H -1.973 2.752 -0.412
H 1.405 0.466 -0.668
H -0.778 -1.017 -1.571
H 0.364 2.474 0.552
H 1.174 -1.956 -0.117
H 0.939 -2.307 1.560